# C4H13N2O2

A 2-piece molecular cluster, C4H13N2O2 overall at a distorted geometry (ωB97M-V with the def2-TZVPD basis set, the OMol25 dataset).

XYZ file:
```
21
Properties=species:S:1:pos:R:3:lowdin_charge:R:1
O -2.444 -0.526 -0.453 -0.067
C -2.000 0.540 -0.955 -0.612
N -2.750 1.349 -1.761 0.121
C -0.670 1.019 -0.514 -0.191
N 0.031 -0.197 -0.058 -0.012
C 1.456 -0.275 -0.411 -0.235
C 2.035 -1.654 -0.113 -0.072
H -2.567 2.320 -1.938 0.082
H -3.558 0.953 -2.207 0.092
H -0.066 1.476 -1.289 0.116
H -0.703 1.770 0.338 0.082
H -0.607 -0.998 -0.220 0.157
H 0.011 -0.238 0.979 0.117
H 2.041 0.599 -0.127 0.118
H 1.524 -0.026 -1.480 0.115
H 1.408 -2.198 0.598 0.074
H 2.954 -1.542 0.437 0.069
H 2.100 -2.271 -0.997 0.074
H 0.847 -0.770 3.565 0.033
H 0.446 0.720 3.593 0.035
O 0.511 -0.051 3.014 -0.099
```

The calculation puts the total energy at -420.0748 a.u. The calculation puts the highest occupied orbital energy (spin up / spin down) at -2.9 / -9.3 eV. Its spin multiplicity is 2. Its energy above the lowest of the compared OMol25 structures with the same formula, charge and spin is 0.932 eV.